1.
The following is a quantum chemistry calculation of the molecule C5H8O2, from the Open Molecules 2025 dataset.

The total energy comes out at -345.7690 Eh. The calculation puts the HOMO-LUMO gap at 11.34 eV. The value obtained for the lowest unoccupied orbital energy is 0.990 eV. Its energy above the lowest of the compared OMol25 structures with the same formula, charge and spin is 22.5 kcal/mol. The HOMO energy is -0.3803 hartree. Its SMILES is CC1(OC=O)CC1.

ORCA input file:
```
! wB97M-V def2-TZVPD RIJCOSX def2/J DEFGRID3
* xyz 0 1
C -0.292 1.483 -0.301
C -0.151 0.068 0.213
C -0.829 -1.076 -0.462
C -1.262 -0.636 0.914
O 1.119 -0.228 0.793
C 2.150 -0.286 -0.063
O 2.103 -0.134 -1.251
H -0.074 1.556 -1.369
H 0.409 2.139 0.230
H -1.300 1.867 -0.122
H -1.470 -0.849 -1.309
H -0.275 -2.007 -0.542
H -2.207 -0.112 1.019
H -0.992 -1.272 1.750
H 3.069 -0.513 0.499
*
```

---

2.
The following is a quantum chemistry calculation of a structure of composition C5H8O2, from the Open Molecules 2025 dataset.

The total energy comes out at -345.6157 Eh. The calculation puts the HOMO-LUMO gap at 10.00 eV. The value obtained for the lowest unoccupied orbital energy is 0.758 eV. Its energy above the lowest of the compared OMol25 structures with the same formula, charge and spin is 118.8 kcal/mol. The HOMO energy is -0.3395 hartree.

ORCA input file:
```
! wB97M-V def2-TZVPD RIJCOSX def2/J DEFGRID3
* xyz 0 1
C 1.511 0.641 -0.336
C 0.370 0.003 0.427
O 0.712 -0.317 1.767
C -1.015 0.695 0.429
C -1.557 -0.546 -0.270
O -0.999 -0.561 -1.597
C -0.260 -1.296 -0.142
H 1.204 0.893 -1.357
H 1.832 1.554 0.178
H 2.364 -0.048 -0.394
H 1.374 -1.024 1.724
H -1.375 0.796 1.457
H -1.128 1.638 -0.113
H -2.576 -0.930 -0.209
H -0.458 -1.499 -1.565
*
```

---

3.
The following is a quantum chemistry calculation of the molecule C5H8O2, from the Open Molecules 2025 dataset.

The total energy comes out at -345.6462 Eh. The calculation puts the HOMO-LUMO gap at 8.81 eV. The value obtained for the lowest unoccupied orbital energy is 0.795 eV. Its energy above the lowest of the compared OMol25 structures with the same formula, charge and spin is 99.6 kcal/mol. The HOMO energy is -0.2945 hartree.

ORCA input file:
```
! wB97M-V def2-TZVPD RIJCOSX def2/J DEFGRID3
* xyz 0 1
C 0.213 0.009 1.907
C -0.417 0.427 0.618
C -0.067 1.463 -0.144
C 0.456 -0.359 -1.525
O 1.625 -0.916 -1.236
C -0.621 -1.230 -0.836
O -1.352 -0.464 0.112
H -0.550 -0.127 2.680
H 0.930 0.756 2.254
H 0.729 -0.953 1.788
H -0.656 1.754 -1.004
H 0.808 2.056 0.089
H 2.297 -0.424 -1.730
H -1.306 -1.566 -1.620
H -0.185 -2.110 -0.338
*
```

---

4.
The following is a quantum chemistry calculation of the molecule C5H8O2 at a distorted geometry, from the Open Molecules 2025 dataset.

The total energy comes out at -345.6926 Eh. The calculation puts the HOMO-LUMO gap at 9.71 eV. The value obtained for the lowest unoccupied orbital energy is 0.668 eV. Its energy above the lowest of the compared OMol25 structures with the same formula, charge and spin is 70.5 kcal/mol. The HOMO energy is -0.3322 hartree. Its SMILES is C=C1[C@@H](O)[C@@]1(C)O.

ORCA input file:
```
! wB97M-V def2-TZVPD RIJCOSX def2/J DEFGRID3
* xyz 0 1
C -0.849 -1.608 0.439
C -0.369 -0.399 -0.301
O -0.676 -0.332 -1.671
C -0.463 0.959 0.376
O -0.778 2.066 -0.410
C 0.830 0.280 0.153
C 2.047 0.669 0.443
H -1.922 -1.709 0.273
H -0.659 -1.486 1.512
H -0.327 -2.505 0.095
H 0.139 -0.473 -2.167
H 1.823 1.611 0.922
H -0.864 1.032 1.387
H -0.943 1.697 -1.293
H 3.012 0.196 0.242
*
```

---

5.
The following is a quantum chemistry calculation of the molecule C5H8O2 at a distorted geometry, from the Open Molecules 2025 dataset.

The total energy comes out at -345.7073 Eh. The calculation puts the HOMO-LUMO gap at 10.80 eV. The value obtained for the lowest unoccupied orbital energy is 1.020 eV. Its energy above the lowest of the compared OMol25 structures with the same formula, charge and spin is 61.3 kcal/mol. The HOMO energy is -0.3594 hartree. Its SMILES is C[C@@H]1[C@H](O)[C@@H]2O[C@H]12.

ORCA input file:
```
! wB97M-V def2-TZVPD RIJCOSX def2/J DEFGRID3
* xyz 0 1
C 1.652 -0.581 0.148
C 0.393 0.142 0.632
C -0.091 1.245 -0.294
O -0.640 0.683 -1.503
C -1.463 0.771 -0.356
C -1.039 -0.497 0.462
O -1.002 -1.714 -0.210
H 2.480 0.143 0.145
H 1.556 -0.943 -0.882
H 1.946 -1.425 0.780
H 0.558 0.531 1.644
H 0.312 2.238 -0.406
H -2.369 1.392 -0.387
H -1.780 -0.479 1.252
H -0.512 -1.505 -1.025
*
```

---

6.
The following is a quantum chemistry calculation of the molecule C5H8O2, from the Open Molecules 2025 dataset.

The total energy comes out at -345.7328 Eh. The calculation puts the HOMO-LUMO gap at 10.47 eV. The value obtained for the lowest unoccupied orbital energy is 0.811 eV. Its energy above the lowest of the compared OMol25 structures with the same formula, charge and spin is 45.3 kcal/mol. The HOMO energy is -0.3549 hartree. Its SMILES is O=CC1(CO)CC1.

ORCA input file:
```
! wB97M-V def2-TZVPD RIJCOSX def2/J DEFGRID3
* xyz 0 1
O -0.724 1.605 -1.337
C 0.305 1.307 -0.410
C 0.040 -0.063 0.220
C -1.052 -0.917 -0.350
C 0.303 -1.504 -0.280
C 0.524 -0.152 1.615
O 1.521 0.427 1.985
H -0.643 2.533 -1.586
H 0.274 2.021 0.426
H 1.299 1.394 -0.865
H -0.015 -0.841 2.292
H -1.872 -1.312 0.237
H -1.327 -0.566 -1.335
H 0.916 -1.716 -1.145
H 0.450 -2.217 0.533
*
```

---

7.
The following is a quantum chemistry calculation of the molecule C5H8O2 at a distorted geometry, from the Open Molecules 2025 dataset.

The total energy comes out at -345.7340 Eh. The calculation puts the HOMO-LUMO gap at 10.26 eV. The value obtained for the lowest unoccupied orbital energy is 0.839 eV. Its energy above the lowest of the compared OMol25 structures with the same formula, charge and spin is 44.5 kcal/mol. The HOMO energy is -0.3463 hartree. Its SMILES is C=CCCC(=O)O.

ORCA input file:
```
! wB97M-V def2-TZVPD RIJCOSX def2/J DEFGRID3
* xyz 0 1
O -1.364 -1.396 -0.858
C -1.595 -0.298 -0.392
O -2.269 0.635 -1.138
C -1.002 0.368 0.898
C 0.499 0.074 1.172
C 1.267 0.339 -0.090
C 1.913 -0.530 -0.935
H -2.215 0.374 -2.102
H -1.629 -0.149 1.659
H -1.024 1.464 0.725
H 0.642 -1.010 1.451
H 0.850 0.733 2.079
H 1.309 1.487 -0.229
H 2.247 -1.487 -0.405
H 2.371 -0.603 -1.835
*
```

---

8.
The following is a quantum chemistry calculation of a structure of composition C5H8O2 at a distorted geometry, from the Open Molecules 2025 dataset.

The total energy comes out at -345.5894 Eh. The calculation puts the HOMO-LUMO gap (alpha / beta) at 9.15 / 8.90 eV. The value obtained for the lowest unoccupied orbital energy (alpha / beta) is -0.339 / 0.156 eV. Its energy above the lowest of the compared OMol25 structures with the same formula, charge and spin is 135.2 kcal/mol. The HOMO energy (alpha / beta) is -0.3486 / -0.3213 hartree.

ORCA input file:
```
! wB97M-V def2-TZVPD RIJCOSX def2/J DEFGRID3
* xyz 0 1
O 1.343 -0.768 1.406
C 0.081 -0.113 1.321
C 0.090 1.105 0.345
C -0.228 0.060 -0.691
C -0.374 0.149 -2.087
O 1.234 -0.597 -0.736
C -0.813 -0.892 0.318
H 2.004 -0.116 1.672
H -0.314 0.050 2.325
H 1.057 1.581 0.165
H -0.676 1.851 0.574
H -0.884 -0.630 -2.653
H -0.121 1.060 -2.629
H -0.517 -1.925 0.134
H -1.881 -0.815 0.538
*
```